No. 1
ORCA calculation (ωB97M-V/def2-TZVPD) on a cluster of 2 separate species, CH5OP in total at a distorted geometry.

LUMO level (spin up / spin down) in Eh: 0.011 / -0.003
HOMO (spin up / spin down) in eV: -8.88 / -7.55
2S+1: 1
Maximum force in eV Å⁻¹: 4.20
Relative energy (zero: lowest compared OMol25 entry of this formula, charge and spin) in kcal per mole: 115.66

Each line ends with the Mulliken charge.
Element x y z (Å)
C (-0.41907, 0.09634, 0.54022)  -0.23
O (-1.48429, 0.55631, -0.16519)  -0.41
P (1.17808, 0.70011, 0.02753)  -0.15
H (-0.73066, -0.25389, 1.60713)  0.38
H (-0.64144, -2.02943, 0.15854)  0.00
H (-1.30482, 0.80545, -1.06732)  0.32
H (2.28998, -0.21129, 0.17722)  0.08
H (1.11222, 0.33640, -1.27813)  0.02

---

No. 2
ORCA calculation (ωB97M-V/def2-TZVPD) on a cluster of 2 separate species, C6H12N4 in total at a distorted geometry.

LUMO level (spin up / spin down) in Eh: -0.007 / -0.007
HOMO (spin up / spin down) in eV: -8.59 / -8.59
2S+1: 1
Maximum force in eV Å⁻¹: 1.12
Relative energy (zero: lowest compared OMol25 entry of this formula, charge and spin) in kcal per mole: 54.52

Each line ends with the Mulliken charge.
Element x y z (Å)
C (-0.53227, 0.68548, -2.24330)  -0.04
C (-1.88932, 0.36956, -1.70272)  -0.96
N (-0.01576, 1.87433, -2.03622)  -0.41
C (0.66980, -0.49435, -0.72769)  0.28
N (1.22897, -1.46672, -1.03816)  -0.68
H (-0.16227, 0.08474, -3.06702)  0.41
H (0.84464, 2.05061, -2.54555)  0.28
H (0.12916, 2.12126, -0.89810)  0.42
H (-2.02625, -0.70527, -1.60086)  0.31
H (-2.04395, 0.84785, -0.73650)  0.27
H (-2.64112, 0.75085, -2.40083)  0.33
C (0.75092, -0.28285, 1.87381)  0.18
C (-0.48913, -1.15300, 2.06768)  -1.32
N (1.94846, -1.08433, 1.93288)  -0.65
C (0.59585, 0.58232, 0.59044)  0.55
N (0.45386, 1.77720, 0.45197)  -0.88
H (0.80142, 0.46235, 2.66898)  0.33
H (1.96645, -1.78353, 1.19615)  0.29
H (2.78380, -0.51615, 1.85413)  0.28
H (-1.39452, -0.54491, 2.07734)  0.35
H (-0.57289, -1.89070, 1.26834)  0.30
H (-0.40586, -1.68473, 3.01524)  0.37

---

No. 3
ORCA calculation (ωB97M-V/def2-TZVPD) on a structure of composition C14H39N6O4PSi2 at a distorted geometry.

LUMO level in Eh: -0.059
HOMO in eV: -5.31
2S+1: 1
Maximum force in eV Å⁻¹: 2.33

Each line ends with the Mulliken charge.
Element x y z (Å)
C (4.13042, 3.16034, 2.67256)  -1.18
C (4.04587, 1.86260, 1.86940)  -0.32
C (3.01544, 1.91995, 0.72295)  -1.01
C (1.79676, 1.01280, 0.91546)  -0.11
N (0.59494, 1.82203, 1.25496)  -0.40
C (-0.23069, 1.23167, 2.28289)  -0.48
C (-0.75618, -0.16740, 2.00294)  -0.02
O (0.07119, -1.22577, 2.33202)  -0.50
N (-1.86484, -0.14021, 3.04622)  -0.27
C (-2.36580, 1.10411, 2.93481)  0.17
N (-3.67378, 1.32668, 3.11575)  -0.17
P (-4.48968, 2.79669, 2.91014)  0.79
O (-3.89806, 3.93816, 3.59248)  -0.56
O (-5.91992, 2.42463, 3.47567)  -0.54
O (-4.63750, 2.90394, 1.35401)  -0.45
N (-1.45526, 2.03900, 2.54840)  0.29
C (-1.11383, 3.15495, 3.53749)  -0.74
N (-1.19049, 4.48320, 2.99613)  -0.49
H (4.21625, 4.03163, 2.03072)  0.35
H (3.23680, 3.28207, 3.28972)  0.18
H (4.96953, 3.12330, 3.36092)  0.37
H (5.03747, 1.65687, 1.47808)  0.38
H (3.78748, 1.05553, 2.55169)  0.26
H (2.70351, 2.95330, 0.57284)  0.54
H (3.51650, 1.62740, -0.19438)  0.39
H (1.59596, 0.53863, -0.03968)  0.12
H (2.01532, 0.24637, 1.65406)  0.20
H (0.95026, 2.68799, 1.64552)  0.20
H (0.39418, 1.08648, 3.18390)  0.62
H (-1.13269, -0.35235, 0.99918)  0.17
H (0.63919, -0.96285, 3.06191)  0.42
H (-2.57319, -0.84574, 2.86259)  0.40
H (-4.23204, 0.52497, 3.36897)  0.30
H (-6.11685, 3.06488, 4.16994)  0.36
H (-5.07034, 3.74187, 1.14333)  0.36
H (-0.09573, 3.02029, 3.88216)  0.37
H (-1.79828, 3.07815, 4.37752)  0.48
H (-0.29264, 4.78005, 2.64613)  0.29
H (-1.89183, 4.56184, 2.27922)  0.22
C (0.67095, -4.15415, -6.35857)  -1.02
Si (0.69021, -3.00321, -4.85851)  0.10
C (-0.18137, -1.40534, -5.40195)  -1.06
C (2.51035, -2.55788, -4.55108)  -1.04
N (-0.05110, -3.78232, -3.57041)  -0.04
Si (-0.26678, -3.16347, -2.04325)  -0.04
C (-1.34151, -1.58628, -1.98742)  -0.93
C (1.34879, -2.74781, -1.12810)  -0.75
C (-1.16775, -4.44532, -0.97677)  -1.00
H (1.14796, -3.68741, -7.22869)  0.28
H (1.20617, -5.07852, -6.13291)  0.25
H (-0.35626, -4.40658, -6.62895)  0.25
H (0.19120, -1.06117, -6.37454)  0.36
H (-0.01623, -0.59338, -4.68848)  0.30
H (-1.25638, -1.57165, -5.49304)  0.25
H (3.04526, -3.41527, -4.13872)  0.25
H (2.60917, -1.72036, -3.85542)  0.27
H (3.00868, -2.26550, -5.48354)  0.36
H (-0.80243, -0.71797, -2.37397)  0.25
H (-1.64702, -1.34814, -0.95253)  0.16
H (-2.24814, -1.72403, -2.57784)  0.40
H (2.05071, -3.57862, -1.20719)  0.35
H (1.16766, -2.56040, -0.05865)  0.24
H (1.82298, -1.85172, -1.53841)  0.06
H (-0.57863, -5.36127, -0.91144)  0.26
H (-2.13917, -4.68483, -1.41360)  0.27
H (-1.33481, -4.07551, 0.04540)  0.21

---

Which value of maximum force does entry 1 give? 4.20 eV Å⁻¹

---

Number 1 is which compound? CH5OP

---

maximum force of number 1 (CH5OP)? 4.20 eV Å⁻¹